Below is C4H9NO in the gas phase, with properties calculated with wB97M-V/def2-TZVPD.

XYZ file:
```
15
Properties=species:S:1:pos:R:3:forces:R:3:lowdin_charge:R:1
C 2.607 -0.248 -0.376 0.2611 -0.4250 -1.0994 -0.068
N 1.681 0.508 -0.835 0.9930 0.2856 0.4833 0.011
C 0.935 0.883 0.345 0.4055 -0.0373 0.9664 -0.324
O -0.450 0.836 0.366 0.0380 0.0027 0.0901 -0.118
C -1.126 -0.119 -0.439 -0.0087 -0.1755 -0.0849 -0.273
C -2.416 -0.498 0.271 0.0057 -0.0127 -0.0048 -0.080
H 2.432 -0.996 0.412 0.2419 0.6780 0.3462 0.082
H 3.614 -0.209 -0.762 0.0897 -0.5649 -0.9142 0.070
H 1.216 1.920 0.543 -0.1769 0.1689 -0.2991 0.129
H 1.568 0.372 1.151 -2.0384 0.0690 0.4212 0.111
H -0.492 -0.998 -0.609 -0.0835 0.0631 0.0588 0.114
H -1.342 0.323 -1.422 0.0711 -0.0755 0.1557 0.119
H -2.200 -0.962 1.238 -0.0179 0.0477 -0.1260 0.076
H -3.031 0.390 0.450 0.1234 -0.1104 -0.0497 0.077
H -2.997 -1.202 -0.334 0.0961 0.0863 0.0565 0.075
```
Positions in Å, forces in eV/Å.

* multiplicity: 1
* SMILES string: C=NCOCC
* relative energy (zero: lowest compared OMol25 entry of this formula, charge and spin): 78.09 kcal/mol

=====

Below is a molecular structure, C55H47Br3CsIN4O5P2, with properties calculated with wB97M-V/def2-TZVPD.

XYZ file:
```
118
Properties=species:S:1:pos:R:3:forces:R:3:lowdin_charge:R:1
Cs 0.559 0.556 -0.168 0.2282 -0.1389 0.1391 0.663
Br -2.134 5.763 0.129 -0.2963 0.8972 0.3142 0.587
C -1.214 5.323 1.856 -1.7229 0.9491 -2.0548 -0.536
C -0.833 6.387 2.705 -0.6435 -1.6854 -2.1289 -0.222
C 0.076 6.149 3.651 2.9954 -0.5167 0.8960 -0.537
Br 1.242 7.687 4.189 -0.9897 -0.4898 -0.0037 0.589
C 0.798 4.839 3.642 -3.7393 1.4650 -1.5175 -0.258
C 2.097 4.671 3.905 0.1517 2.0919 1.4843 -0.125
C 2.546 3.445 4.072 2.2841 -3.1744 -0.9071 -0.063
C 1.829 2.389 3.507 0.8292 -2.8471 0.9526 -0.169
N 0.664 2.471 2.963 -1.4973 3.0971 -0.5785 0.089
C 0.192 3.742 3.037 -4.0498 -1.2253 -2.8991 -0.063
C -1.149 3.938 1.813 7.4923 8.1781 9.2630 -0.574
O -1.704 3.122 1.307 -4.5041 -8.5254 -5.0939 0.060
H -1.257 7.314 2.384 0.1508 0.6798 0.3392 0.083
H 2.582 5.594 4.025 1.5023 0.6221 0.6919 0.035
H 3.560 3.261 4.361 0.4868 -0.1383 0.1651 0.097
H 2.049 1.320 3.402 1.6241 0.3955 0.8770 0.102
C -1.775 -1.425 -3.951 -0.1410 0.6400 0.2481 -0.315
C -1.583 0.106 -4.209 0.3732 -0.5979 -0.5190 -0.344
P 0.032 0.807 -3.596 0.4961 0.4970 0.1156 0.996
C 1.380 0.419 -4.775 -1.0756 -0.3670 -1.2586 -0.362
C 1.758 -0.932 -4.786 0.9522 -0.9532 2.3442 -0.112
C 2.786 -1.314 -5.653 0.9598 -1.2816 0.5740 -0.101
C 3.398 -0.474 -6.595 -1.0049 -0.7044 -0.2947 -0.124
C 2.955 0.808 -6.624 -1.6146 1.7427 -0.2560 -0.125
C 1.926 1.255 -5.762 0.9701 -0.7593 -0.2710 -0.098
C -0.174 2.615 -3.867 0.3098 -1.1211 0.5730 -0.359
C 0.882 3.499 -4.092 -0.0765 0.1465 0.2094 -0.121
C 0.662 4.867 -4.080 -0.2676 0.1562 0.1621 -0.102
C -0.593 5.363 -3.727 -0.0130 -0.0229 0.0692 -0.098
C -1.578 4.465 -3.329 -0.3407 0.6383 -0.3347 -0.110
C -1.386 3.104 -3.438 -0.4629 0.7415 0.3120 -0.115
C -2.941 -1.765 -3.004 -0.1209 0.7526 -0.2389 -0.377
P -2.467 -1.282 -1.281 -0.5742 -0.9307 0.9106 1.000
C -1.920 -2.964 -0.723 0.3464 -0.0400 0.2230 -0.464
C -2.657 -3.917 0.000 0.0643 0.3759 -0.2081 -0.124
C -2.100 -5.173 0.230 -0.3044 -0.1269 -0.0531 -0.153
C -0.878 -5.513 -0.335 0.3091 0.2341 -0.2103 -0.155
C -0.184 -4.543 -1.055 0.2781 0.1319 0.4479 -0.191
C -0.622 -3.208 -1.197 0.3796 0.0864 -0.6271 -0.148
C -4.118 -1.183 -0.396 0.9341 -0.3083 -1.2419 -0.392
C -4.101 -0.535 0.814 -0.2305 0.8184 1.0132 -0.116
C -5.295 -0.463 1.531 -0.3012 0.2321 0.9802 -0.094
C -6.499 -1.009 1.058 0.7566 0.2532 -0.0022 -0.108
C -6.487 -1.661 -0.164 0.4515 0.0010 -0.5253 -0.109
C -5.294 -1.758 -0.873 0.3748 0.1087 -0.1562 -0.108
H -0.876 -1.865 -3.533 0.2064 -0.1812 0.0430 0.039
H -1.963 -1.876 -4.909 0.0081 -0.3974 -0.4834 0.088
H -2.358 0.675 -3.708 -0.1075 0.0114 0.1878 0.039
H -1.703 0.295 -5.279 0.0320 0.1423 -0.0176 0.080
H 1.412 -1.639 -3.849 0.8861 1.7393 -2.7164 0.144
H 3.309 -2.272 -5.492 -0.8491 0.1318 -0.1961 0.103
H 3.957 -0.839 -7.461 0.4637 -0.1566 0.7815 0.096
H 3.189 1.524 -7.424 0.3893 -0.4398 0.3033 0.097
H 1.643 2.266 -5.983 -0.5142 0.1349 0.4452 0.078
H 1.886 3.116 -4.184 0.0217 0.0873 -0.1562 0.079
H 1.484 5.546 -4.280 -0.0275 -0.0101 0.0066 0.097
H -0.801 6.434 -3.692 0.2027 -0.2938 0.0524 0.101
H -2.521 4.833 -2.942 0.0290 0.0598 -0.0028 0.086
H -2.167 2.451 -3.068 0.0193 0.0075 -0.1309 0.093
H -3.199 -2.823 -3.031 0.1176 -0.0673 -0.0629 0.080
H -3.832 -1.191 -3.307 0.1213 -0.0581 0.0314 0.074
H -3.653 -3.664 0.354 0.0153 -0.1820 0.1805 0.079
H -2.617 -5.919 0.812 -0.3274 -0.0600 0.1802 0.073
H -0.437 -6.512 -0.214 -0.2945 0.2997 0.0821 0.080
H 0.805 -4.831 -1.417 -0.0703 0.0811 -0.1487 0.057
H 3.129 -1.904 -2.222 1.9904 4.9975 0.2402 0.039
H -3.186 -0.012 1.196 -0.9288 -0.6495 -0.3587 0.110
H -5.292 0.041 2.511 -0.0126 -0.1676 -0.5261 0.106
H -7.421 -0.889 1.614 0.0587 -0.0231 0.0766 0.088
H -7.367 -2.058 -0.637 -0.4106 -0.1484 0.1874 0.087
H -5.216 -2.264 -1.836 -0.4163 0.0263 0.2554 0.092
C 3.966 -0.199 0.775 -1.1560 -0.8195 0.9221 -0.037
O 2.866 -0.420 1.758 0.4551 -0.2228 -0.2538 -0.186
C 2.854 -1.481 2.612 0.2456 1.8970 -1.1641 -0.226
C 3.986 -1.971 3.177 0.8201 -0.2709 0.1125 -0.043
C 3.844 -2.960 4.136 1.5661 0.2304 0.4626 -0.645
Br 5.429 -3.509 5.112 -0.4146 0.0028 -0.3806 0.659
C 2.644 -3.435 4.538 -0.2513 -0.5036 0.3568 -0.110
C 1.479 -2.922 3.973 -0.3549 0.0335 -0.5518 -0.060
C 1.591 -1.909 3.006 -1.5400 -0.6381 -0.0756 -0.183
O 0.523 -1.381 2.389 -0.2900 0.0156 0.5876 -0.010
C 0.147 -3.430 4.275 -1.8539 0.1187 0.5203 -0.185
N -0.971 -2.935 3.757 1.7994 1.1709 -1.0374 0.155
C -2.019 -3.558 4.301 -1.1242 -1.3583 1.3728 -0.217
C -3.394 -3.409 4.086 -0.1254 0.0263 -0.1024 0.014
C -4.265 -4.214 4.809 0.1856 0.1618 -0.0212 -0.095
C -3.789 -5.145 5.746 0.2534 -0.5533 0.2589 -0.114
C -2.429 -5.330 5.989 0.0362 0.8652 -0.4990 -0.031
C -1.565 -4.501 5.260 -0.0649 -0.1814 -0.1361 -0.168
N -0.187 -4.391 5.209 1.0393 0.7857 -0.8032 0.170
H 3.813 -0.912 -0.045 0.2441 0.2497 -0.1718 0.057
H 4.961 -0.274 1.224 -0.1665 0.1294 0.0839 0.081
H 3.742 0.803 0.435 0.2773 0.1574 -0.1204 0.049
H 4.945 -1.551 2.872 -0.2210 -0.3133 0.2657 0.115
H 2.652 -4.212 5.280 -0.2628 -0.1906 0.2531 0.090
H -0.332 -1.776 2.800 0.8635 0.0258 -0.5011 0.090
H -3.742 -2.683 3.357 -0.0274 -0.1233 0.0919 0.111
H -5.343 -4.134 4.675 0.2956 0.0730 -0.0941 0.099
H -4.501 -5.781 6.276 0.1569 0.2530 -0.1078 0.094
H -2.031 -6.019 6.716 -0.1565 -0.2115 0.0759 0.096
H 0.576 -4.805 5.699 -0.2803 -0.7114 0.6546 0.139
I 2.147 5.253 -0.368 1.2600 -1.6995 -1.2974 0.587
C 3.508 3.734 -1.732 -1.3998 -0.9854 1.2521 -0.512
C 4.204 4.282 -2.777 -2.6483 1.2261 3.3308 -0.164
C 4.826 3.370 -3.524 2.4914 0.8745 -4.2791 -0.160
C 5.026 2.045 -3.287 -1.8338 -0.1663 0.8601 -0.024
C 4.293 1.621 -2.112 3.2234 -2.0819 0.3694 -0.136
N 3.501 2.465 -1.454 -0.0058 0.4547 1.0058 0.054
H 3.952 5.305 -2.668 1.0075 1.4454 -1.7801 0.053
H 5.276 3.734 -4.470 -0.0856 0.0131 0.5149 0.114
H 5.564 1.546 -4.126 -0.5190 -0.4704 1.5817 0.121
H 4.659 0.653 -1.551 -1.6721 1.5663 -1.6446 0.097
O -2.116 0.979 3.875 1.2791 -1.2834 0.0578 -0.079
H -1.437 0.345 4.206 -0.9328 0.5457 0.2914 0.039
H -1.668 1.132 3.033 -0.3268 0.8470 -0.3701 -0.006
O 3.580 -0.805 -2.164 -2.1182 -5.2457 -0.0686 -0.609
```
Positions in Å, forces in eV/Å.

* multiplicity: 1
* charge: -2
* relative energy (zero: lowest compared OMol25 entry of this formula, charge and spin): 76.58 kcal/mol

=====

In the order shown, the computed strongest force on any atom values come out to 2.08 14.45 eV Å⁻¹.
In the order shown, the computed HOMO values come out to -9.3935 -1.6616 eV.
In the order shown, the computed orbital gap values come out to 10.13 4.89 eV.